(1)
6
Properties=species:S:1:pos:R:3:mulliken_charge:R:1 method="wB97M-V/def2-TZVPD" smiles="FC1=P[SiH2]1" max_force_ev_per_a=3.0 gap_ev=9.067 homo_energy_ev=-8.658
F 0.96 3.23 -0.48 -0.19
C 0.60 2.31 0.39 0.31
P 0.10 2.03 1.91 -0.19
Si 0.04 0.50 0.26 0.15
H -1.33 0.47 -0.19 -0.04
H 1.20 -0.39 0.34 -0.04

=====

(2)
110
Properties=species:S:1:pos:R:3:mulliken_charge:R:1 method="wB97M-V/def2-TZVPD" smiles="NC(N)=O.CC(C)O.CC(C)O.CC(C)O.CC(C)O.CC(C)O.CC(C)O.CC(C)O.CC(C)O.CO" max_force_ev_per_a=11.4 gap_ev=8.657 homo_energy_ev=-8.991
N -0.41 6.58 -1.62 -0.33
C -0.58 5.66 -2.50 0.65
N -0.83 4.42 -2.12 0.05
O -0.61 6.01 -3.86 -0.74
H 0.07 7.40 -2.05 0.28
H -0.56 6.47 -0.58 0.20
H -1.12 3.72 -2.91 -0.89
H -0.38 4.06 -1.21 0.24
C -3.34 -3.16 2.06 -1.90
C -3.00 -2.27 0.93 0.43
C -1.56 -2.57 0.53 -0.30
O -3.75 -2.35 -0.08 -0.63
H -2.67 -3.06 2.86 0.32
H -3.19 -4.20 1.71 0.42
H -4.37 -3.07 2.33 0.46
H -3.07 -1.30 1.28 0.21
H -1.23 -1.71 -0.04 -0.14
H -1.48 -3.49 -0.02 0.83
H -0.87 -2.48 1.35 -0.24
H -4.35 -1.56 -0.11 0.50
C -0.27 2.10 -4.55 -1.00
C -1.59 2.61 -5.12 0.54
C -2.23 1.65 -6.07 -1.45
O -2.39 2.84 -4.16 -0.28
H 0.55 2.04 -5.32 0.52
H -0.40 1.16 -4.16 -0.22
H 0.05 2.80 -3.81 0.44
H -1.37 3.60 -5.65 0.42
H -3.11 2.05 -6.63 0.35
H -2.62 0.80 -5.49 0.28
H -1.57 1.16 -6.85 0.32
H -3.07 3.43 -4.46 0.28
C 0.54 -4.15 -2.92 -1.79
C -0.49 -2.98 -2.81 2.36
C -0.41 -2.10 -4.05 -1.66
O -1.72 -3.27 -2.60 -0.68
H 0.40 -4.79 -2.05 0.38
H 1.60 -3.85 -2.96 0.31
H 0.30 -4.73 -3.82 0.46
H -0.12 -2.45 -1.96 -0.75
H -0.14 -2.62 -4.98 0.43
H 0.41 -1.38 -3.99 0.22
H -1.28 -1.55 -4.18 0.39
H -1.88 -3.60 -1.75 0.37
C -2.15 1.56 0.09 -0.65
C -2.53 1.58 -1.31 1.52
C -2.17 0.31 -2.15 0.36
O -3.78 1.63 -1.44 -0.66
H -2.76 2.28 0.61 0.80
H -1.13 1.80 0.18 0.05
H -2.43 0.58 0.45 -0.59
H -2.08 2.52 -1.61 -0.20
H -2.56 0.50 -3.20 -0.04
H -2.61 -0.59 -1.69 0.07
H -1.10 0.26 -2.30 -0.39
H -4.05 2.18 -2.16 0.51
C 1.72 1.28 -1.46 -1.09
C 1.19 0.78 -0.22 3.35
C 2.03 -0.44 0.14 -0.54
O 1.21 1.49 0.78 -0.46
H 1.02 1.95 -1.98 -0.13
H 1.92 0.41 -2.17 0.33
H 2.64 1.82 -1.54 0.35
H 0.14 0.46 -0.47 -1.91
H 1.77 -0.77 1.11 -0.71
H 3.11 -0.28 0.16 0.36
H 1.86 -1.19 -0.63 0.37
H 1.09 2.45 0.57 -0.40
C -0.93 2.15 3.01 -1.49
C 0.06 1.15 3.66 0.24
C -0.32 -0.26 3.33 -0.01
O 1.26 1.26 3.45 -0.77
H -0.59 2.54 2.10 0.03
H -1.17 3.02 3.63 0.50
H -1.87 1.65 2.87 0.34
H -0.07 1.20 4.70 0.85
H 0.28 -0.90 3.95 -0.41
H -0.23 -0.54 2.25 -0.33
H -1.38 -0.39 3.62 0.54
H 1.36 1.09 2.52 0.46
C 3.52 -1.24 3.94 -0.59
C 2.84 -1.03 5.24 1.20
C 3.75 -1.65 6.31 -1.75
O 2.69 0.17 5.50 -0.55
H 3.78 -2.23 3.67 0.19
H 4.39 -0.55 3.87 0.43
H 2.90 -1.02 3.10 -0.17
H 1.87 -1.58 5.29 -0.07
H 4.77 -1.38 6.19 0.44
H 3.82 -2.71 6.29 0.40
H 3.46 -1.40 7.33 0.38
H 2.25 0.58 4.80 0.42
C 1.68 -4.11 0.49 -0.51
C 1.54 -4.09 2.02 0.26
C 2.82 -4.63 2.75 -1.51
O 1.38 -2.90 2.42 -0.19
H 0.84 -3.62 0.02 -0.29
H 1.75 -5.19 0.26 0.50
H 2.58 -3.49 0.32 0.19
H 0.63 -4.53 2.40 0.32
H 3.74 -4.06 2.38 0.25
H 2.83 -5.66 2.37 0.51
H 2.84 -4.66 3.87 0.32
H 1.19 -2.84 3.38 0.13
C 1.54 4.49 0.06 -1.11
O 0.22 4.11 0.37 -0.55
H 2.33 4.27 0.74 0.37
H 1.61 5.52 0.09 0.53
H 1.85 4.21 -0.96 0.30
H -0.08 4.82 1.01 0.29

=====

(3)
82
Properties=species:S:1:pos:R:3:mulliken_charge:R:1 method="wB97M-V/def2-TZVPD" total_charge=-2 max_force_ev_per_a=2.9 gap_ev=6.168 homo_energy_ev=-2.352
Ca 0.63 -0.82 -1.10 0.94
N 2.74 -0.26 2.81 0.07
C 4.09 -0.21 2.76 0.11
C 4.84 -0.09 3.96 -0.76
C 6.27 -0.10 3.77 -0.38
C 6.89 -0.27 2.59 -0.93
C 6.15 -0.33 1.39 0.43
C 6.63 -0.57 0.07 -0.49
C 5.75 -0.77 -0.97 -0.90
C 4.37 -0.63 -0.74 0.16
N 3.90 -0.52 0.48 0.05
C 4.77 -0.33 1.51 0.58
H 2.21 -0.23 1.97 0.01
H 2.20 -0.07 3.60 0.17
H 4.30 -0.12 4.92 0.36
H 6.91 0.05 4.66 0.32
H 7.97 -0.16 2.57 0.28
H 7.71 -0.61 -0.10 0.36
H 6.18 -0.89 -1.96 0.38
H 3.62 -0.72 -1.48 0.23
C -4.16 3.46 -3.91 -1.66
C -3.98 3.06 -2.47 1.92
C -5.05 3.63 -1.57 -1.52
C -2.60 3.60 -1.99 -1.57
C -3.95 1.55 -2.30 0.59
C -5.13 0.88 -2.71 -0.74
C -5.28 -0.49 -2.47 -1.26
C -4.21 -1.18 -1.97 0.20
S -4.00 -2.89 -1.64 -0.46
C -2.42 -2.57 -1.00 0.00
N -2.01 -1.37 -1.13 0.58
C -2.99 -0.53 -1.61 -2.38
C -2.85 0.84 -1.77 0.86
C -1.47 -3.61 -0.42 1.23
C -1.93 -4.92 -0.17 -0.67
C -1.03 -5.95 0.07 -0.61
C 0.32 -5.60 0.22 -0.70
C 0.72 -4.30 0.06 -0.77
C -0.10 -3.22 -0.33 -0.41
H -4.14 4.59 -3.97 0.39
H -5.13 3.15 -4.20 0.39
H -3.34 2.98 -4.49 0.35
H -5.15 4.74 -1.66 0.37
H -4.77 3.45 -0.51 0.26
H -5.99 3.09 -1.70 0.35
H -2.63 4.71 -2.04 0.44
H -1.84 3.15 -2.67 0.31
H -2.34 3.29 -0.97 0.19
H -5.98 1.48 -3.03 0.42
H -6.19 -0.95 -2.65 0.46
H -2.01 1.45 -1.50 0.81
H -2.99 -5.12 -0.39 0.30
H -1.32 -7.01 0.19 0.31
H 1.00 -6.36 0.40 0.48
H 1.78 -4.09 0.18 0.30
S 1.75 -1.00 -3.54 -0.58
C 1.23 0.62 -3.87 0.97
S 1.10 1.70 -2.60 -0.41
C 0.94 0.96 -5.22 -0.06
C 0.63 2.30 -5.56 0.00
N 0.34 3.33 -5.98 -0.66
C 1.17 0.10 -6.27 0.14
N 1.34 -0.48 -7.24 -0.67
C 0.87 2.25 5.15 -1.14
C 0.38 2.79 3.81 -0.24
O 0.69 1.91 2.74 -0.21
P -0.40 0.95 2.06 -0.76
O 0.15 0.45 0.75 0.60
Te -2.58 1.95 2.05 -0.51
O -0.38 -0.27 3.07 -0.12
C -0.92 -1.53 2.63 0.77
C -0.59 -2.60 3.59 -1.46
H 0.56 2.88 5.97 0.44
H 1.94 2.08 5.21 0.24
H 0.37 1.35 5.43 0.28
H 1.03 3.65 3.57 0.25
H -0.65 3.05 3.91 0.27
H -0.53 -1.81 1.66 -0.24
H -2.01 -1.46 2.48 0.30
H 0.47 -2.53 3.77 0.31
H -0.84 -3.61 3.31 0.33
H -1.05 -2.31 4.52 0.37

=====

(4)
10
Properties=species:S:1:pos:R:3:mulliken_charge:R:1 method="wB97M-V/def2-TZVPD" max_force_ev_per_a=4.7 gap_ev=9.384 homo_energy_ev=-9.039
C 0.40 1.07 0.02 -0.37
C 1.04 -0.23 -0.02 -0.18
C 0.22 -1.30 0.00 -0.29
N -1.13 -1.05 0.03 -0.59
N -1.44 0.14 -0.02 0.73
O -2.46 0.76 -0.01 -0.58
H 0.29 1.57 0.97 0.24
H 0.46 1.72 -0.84 0.26
H 2.10 -0.36 -0.11 0.34
H 0.51 -2.33 -0.02 0.45

=====

(5)
15
Properties=species:S:1:pos:R:3:mulliken_charge:R:1 method="wB97M-V/def2-TZVPD" smiles="[H]/N=c1/ncn(OC)n1O" max_force_ev_per_a=6.2 gap_ev=9.322 homo_energy_ev=-9.302
H -0.17 -0.50 2.87 0.27
N 0.51 0.05 2.52 -0.51
C 0.54 0.25 1.35 0.54
N 1.55 0.80 0.57 -0.46
C 1.20 0.62 -0.62 -0.15
N 0.14 -0.27 -0.85 0.00
O -0.85 -0.17 -1.95 -0.31
C -1.41 1.20 -1.40 -0.54
N -0.41 -0.47 0.32 0.07
O -0.54 -1.93 0.56 -0.47
H 1.47 1.41 -1.47 0.40
H -0.58 1.93 -0.94 0.25
H -1.76 1.93 -2.44 0.28
H -2.47 1.17 -0.71 0.25
H 0.18 -2.34 -0.19 0.38

=====

(6)
60
Properties=species:S:1:pos:R:3:mulliken_charge:R:1 method="wB97M-V/def2-TZVPD" total_charge=+1 max_force_ev_per_a=0.2 gap_ev=7.864 homo_energy_ev=-11.409
Pt -0.32 -0.37 0.56 2.11
O 0.39 -1.72 4.20 -0.63
C 0.44 -1.24 3.10 0.08
O -0.54 -0.58 2.52 -0.97
C 1.69 -1.38 2.25 0.93
C 2.82 -1.98 2.77 -0.89
C 3.97 -2.02 1.99 -0.56
C 3.93 -1.49 0.71 -1.19
C 2.75 -0.92 0.25 -0.23
N 1.66 -0.87 1.01 0.24
H 2.78 -2.37 3.78 0.64
H 4.87 -2.47 2.37 0.47
H 4.79 -1.50 0.07 0.50
H 2.69 -0.50 -0.74 0.32
C 0.68 -0.16 -2.48 -1.67
N -0.37 -0.45 -1.50 0.35
C -1.51 -0.93 -1.91 0.01
C -2.57 -1.01 -0.99 -0.23
C -3.94 -1.27 -1.02 -0.86
C -4.45 -0.88 0.22 -0.75
C -3.38 -0.41 0.99 -1.11
N -2.26 -0.49 0.25 0.87
C 1.05 1.31 -2.56 1.09
C 1.69 1.98 -1.53 0.40
C 1.97 3.34 -1.63 -0.79
C 1.61 4.04 -2.77 -0.64
C 0.99 3.37 -3.82 -0.73
C 0.71 2.02 -3.71 -0.70
H 0.29 -0.45 -3.46 0.65
H 1.55 -0.80 -2.29 0.31
H -1.65 -1.16 -2.96 0.63
H -4.50 -1.65 -1.86 0.59
H -5.48 -0.92 0.54 0.49
H -3.36 -0.02 1.99 0.52
H 1.98 1.47 -0.62 0.07
H 2.46 3.85 -0.81 0.50
H 1.83 5.10 -2.85 0.44
H 0.71 3.91 -4.72 0.41
H 0.20 1.51 -4.53 0.36
Cl 1.65 1.55 2.64 -0.14
C 0.47 2.36 1.66 1.04
C -0.35 1.70 0.73 -1.22
C -1.18 2.54 -0.04 1.13
Cl -2.23 2.00 -1.29 -0.12
C -1.19 3.93 0.13 -0.21
Cl -2.19 4.93 -0.84 -0.17
C -0.37 4.54 1.07 0.29
Cl -0.39 6.24 1.27 -0.16
C 0.46 3.75 1.84 -0.26
Cl 1.49 4.50 2.99 -0.16
C -1.94 -3.42 1.83 -0.77
C -0.93 -3.52 0.74 1.03
C -0.69 -4.85 0.10 -1.50
O -0.29 -2.56 0.31 -0.65
H -2.45 -4.36 1.99 0.48
H -2.67 -2.65 1.57 0.00
H -1.47 -3.10 2.76 0.20
H -0.97 -5.68 0.73 0.46
H 0.36 -4.93 -0.21 0.35
H -1.30 -4.88 -0.81 0.32

=====

(7)
6
Properties=species:S:1:pos:R:3:mulliken_charge:R:1 method="wB97M-V/def2-TZVPD" smiles=F[PH]#[PH]I max_force_ev_per_a=2.5 gap_ev=9.162 homo_energy_ev=-9.307
F 1.81 1.35 0.05 -0.23
P 0.45 0.88 -0.60 0.19
P -0.63 -0.08 1.10 -0.11
I -2.55 -0.63 -0.14 0.02
H 0.96 -0.30 -1.20 0.05
H -0.04 -1.22 0.80 0.09

=====

(8)
8
Properties=species:S:1:pos:R:3:mulliken_charge:R:1 method="wB97M-V/def2-TZVPD" total_charge=+1 max_force_ev_per_a=1.8 gap_ev=4.852 homo_energy_ev=-15.014
O -2.07 -1.43 1.20 -0.52
H -2.94 -1.03 1.10 0.35
H -1.41 -0.75 1.05 0.26
H 2.05 0.70 -2.39 0.30
S 0.73 0.37 0.77 -0.07
S 1.24 1.62 -1.81 0.00
H 1.83 -0.40 0.94 0.31
H 0.56 0.92 -0.85 0.38

=====

(9)
26
Properties=species:S:1:pos:R:3:mulliken_charge:R:1 method="wB97M-V/def2-TZVPD" max_force_ev_per_a=5.0 gap_ev=9.822 homo_energy_ev=-9.114
C -2.49 -0.24 0.67 0.26
C 0.35 1.61 0.75 -1.06
C -1.01 1.88 0.13 -1.09
C 1.01 0.58 -0.12 0.49
C -1.61 0.48 -0.21 0.82
C 0.07 -0.65 -0.12 1.17
C 2.44 0.25 0.35 -1.64
C 0.03 -1.67 1.04 -1.62
C 0.09 -1.18 -1.53 -2.23
N -3.30 -0.87 1.20 -0.60
O -2.15 0.38 -1.53 -0.59
H 0.88 2.47 0.81 0.55
H 0.10 1.27 1.68 0.36
H -1.76 2.35 0.86 0.29
H -0.82 2.38 -0.72 0.46
H 0.88 1.08 -1.18 0.20
H 3.17 1.02 0.37 0.42
H 2.99 -0.57 -0.16 0.36
H 2.56 -0.15 1.41 0.29
H -0.97 -2.01 1.17 0.44
H 0.46 -1.21 1.89 0.43
H 0.48 -2.47 0.63 0.42
H 0.92 -1.99 -1.49 0.37
H 0.23 -0.46 -2.38 0.39
H -0.77 -1.83 -1.67 0.74
H -1.78 -0.45 -1.84 0.36

=====

(10)
61
Properties=species:S:1:pos:R:3:mulliken_charge:R:1 method="wB97M-V/def2-TZVPD" total_charge=-1 max_force_ev_per_a=1.1 gap_ev=6.140 homo_energy_ev=-3.790
Tl -0.27 -0.07 0.64 0.95
C -4.07 0.17 1.71 -1.11
C -3.42 1.18 0.81 0.55
C -2.80 2.31 1.33 -0.38
C -2.17 3.22 0.49 -0.48
C -2.14 3.01 -0.87 -0.44
C -2.77 1.89 -1.40 -0.34
C -3.40 0.98 -0.57 -0.31
H -5.00 -0.19 1.28 0.38
H -4.27 0.60 2.69 0.38
H -3.40 -0.68 1.84 0.01
H -2.80 2.49 2.40 0.30
H -1.68 4.09 0.91 0.35
H -1.63 3.70 -1.53 0.38
H -2.74 1.71 -2.47 0.36
H -3.87 0.11 -0.99 0.26
Br 0.24 -1.55 -7.18 -0.29
C 0.01 -1.62 -5.28 -0.08
C -1.25 -1.93 -4.76 -0.45
C -1.43 -1.92 -3.41 -0.52
C -0.40 -1.54 -2.49 0.08
O -0.65 -1.50 -1.26 -0.62
C 0.90 -1.25 -3.07 0.57
C 2.01 -0.83 -2.29 -0.59
N 1.94 -0.38 -1.09 0.12
C 2.98 0.21 -0.44 0.08
C 3.92 1.02 -1.06 -0.45
C 4.87 1.73 -0.33 -0.71
C 4.92 1.64 1.04 -0.92
C 4.00 0.82 1.72 1.23
C 3.99 0.69 3.12 -0.66
C 3.08 -0.16 3.71 -0.74
C 2.15 -0.81 2.90 -0.26
N 2.09 -0.66 1.60 -0.39
C 3.02 0.11 0.99 0.16
C 1.07 -1.32 -4.46 -0.65
H -2.06 -2.19 -5.43 0.40
H -2.38 -2.18 -2.98 0.39
H 3.00 -0.91 -2.78 0.45
H 3.88 1.13 -2.14 0.50
H 5.58 2.36 -0.86 0.37
H 5.64 2.21 1.61 0.35
H 4.69 1.26 3.71 0.39
H 3.07 -0.31 4.78 0.39
H 1.39 -1.46 3.32 0.40
H 2.03 -1.09 -4.89 0.38
C -1.61 -3.37 5.14 -1.59
C -2.06 -3.71 3.71 2.27
C -1.54 -5.10 3.33 -1.63
C -3.59 -3.67 3.60 -1.64
C -1.50 -2.71 2.79 0.20
C -1.02 -1.89 2.03 -1.76
H -2.05 -4.06 5.87 0.40
H -1.92 -2.35 5.40 0.34
H -0.53 -3.42 5.22 0.38
H -1.93 -5.87 4.00 0.38
H -0.46 -5.13 3.36 0.37
H -1.85 -5.34 2.31 0.39
H -4.06 -4.42 4.25 0.42
H -3.89 -3.86 2.57 0.36
H -3.97 -2.68 3.88 0.30

=====

(11)
19
Properties=species:S:1:pos:R:3:mulliken_charge:R:1 method="wB97M-V/def2-TZVPD" smiles="CC(C)(C)/N=N/C(=O)N=[N-]" total_charge=-1 max_force_ev_per_a=4.2 gap_ev="5.577 / 5.754" homo_energy_ev="-2.044 / -2.220"
C -0.04 -1.08 0.97 -1.40
C 0.38 0.10 0.02 1.73
C -0.34 1.38 0.48 -1.70
C 0.23 -0.23 -1.50 -1.93
N 1.87 0.44 0.21 -0.07
N 2.67 -0.60 0.27 -0.50
C 3.99 -0.30 0.09 0.34
O 4.94 -1.07 0.03 -0.75
N 4.16 1.04 -0.13 0.03
N 3.27 1.86 -0.22 -0.30
H 0.77 -1.66 1.18 0.46
H -0.46 -0.65 1.90 0.32
H -0.82 -1.78 0.44 0.24
H 0.21 2.17 -0.02 0.40
H -0.28 1.53 1.57 0.38
H -1.32 1.49 0.20 0.44
H -0.73 -0.14 -1.79 0.51
H 0.92 0.38 -2.09 0.41
H 0.46 -1.28 -1.68 0.41

=====

(12)
26
Properties=species:S:1:pos:R:3:mulliken_charge:R:1 method="wB97M-V/def2-TZVPD" max_force_ev_per_a=6.9 gap_ev=9.230 homo_energy_ev=-8.850
C -1.61 -0.19 -0.92 -0.29
C -1.14 -1.27 -0.01 -0.23
C -1.82 -0.78 1.27 -0.57
C -1.86 0.77 1.15 -1.00
C -1.06 0.93 -0.14 0.16
C 0.37 0.38 0.24 -0.22
C 0.49 -1.09 0.15 0.22
C 1.66 -1.81 -0.06 -0.71
C 2.92 -1.20 -0.19 -0.40
C 2.79 0.15 0.06 -0.69
C 1.65 0.85 -0.03 0.52
H -3.06 0.58 -2.12 0.36
H -3.40 1.28 -0.30 0.37
H -1.21 -0.19 -1.96 0.54
H -1.83 -2.12 -0.35 0.40
H -2.86 -1.16 1.09 0.38
H -1.28 -0.98 2.25 0.32
H -1.25 1.34 1.91 0.36
H -2.74 1.40 0.99 0.33
H -1.03 1.95 -0.76 0.16
H 1.25 -2.93 -0.71 0.10
H 3.82 -1.68 -0.43 0.50
H 3.67 0.69 -0.32 0.28
H 1.01 2.56 0.03 0.41
N -3.13 0.08 -1.10 -0.71
O 2.06 2.28 -0.09 -0.61

=====

In the order shown, the computed energy values come out to -20950.43195 -51575.01270 -116936.76487 -8198.98488 -13254.94926 -104806.03704 -29428.39162 -23786.82588 -13110.74297 -110274.96546 -13336.35879 -15147.64465 eV.
In the order shown, the computed energy above the lowest of the compared OMol25 structures with the same formula, charge and spin values come out to 11.85 98.20 22.80 113.01 214.93 0.00 3.66 89.83 82.67 0.00 56.35 179.82 kcal/mol.